Entry 1:
Molecular formula: C20H27NS5Se2Te2Ti
Method: DFT, ωB97M-V/def2-TZVPD

For the HOMO-LUMO gap (spin up / spin down), the calculation gives 5.78 / 5.92 eV. For the highest occupied orbital energy (spin up / spin down), the calculation gives -5.639 / -6.346 eV. As for the spin multiplicity: 3. As for the energy: -245239.8346 eV. Its energy above the lowest of the compared OMol25 structures with the same formula, charge and spin is 0.0 kJ/mol.

Geometry (Å):
Ti -0.179 0.518 -2.041
C -3.135 -0.817 1.203
C -2.533 0.444 1.825
S -1.095 0.998 0.894
C -0.422 2.221 2.022
C -1.213 3.527 2.078
S -1.336 4.393 0.501
C -2.878 3.749 -0.195
C -2.795 3.578 -1.716
S -2.315 1.996 -2.467
C -3.874 1.086 -2.365
C -4.218 0.439 -1.026
S -3.065 -0.892 -0.598
H -4.172 -0.930 1.526
H -2.591 -1.699 1.541
H -2.221 0.227 2.849
H -3.285 1.235 1.877
H 0.584 2.411 1.646
H -0.340 1.780 3.019
H -0.699 4.218 2.749
H -2.209 3.378 2.500
H -3.681 4.455 0.023
H -3.119 2.807 0.289
H -2.114 4.311 -2.150
H -3.777 3.776 -2.149
H -3.803 0.333 -3.150
H -4.669 1.780 -2.643
H -5.225 0.022 -1.081
H -4.211 1.181 -0.229
Se -1.431 -1.326 -3.491
Te 0.547 -0.870 -5.004
Te 1.010 1.702 -4.213
Se 1.318 2.339 -1.400
N 1.042 -0.933 -1.403
S 1.765 -0.757 0.019
C 1.516 -2.327 0.847
C 2.409 -2.792 1.805
C 2.117 -3.960 2.493
C 0.943 -4.654 2.228
C 0.060 -4.180 1.270
C 0.338 -3.010 0.575
C 3.521 -0.793 -0.237
C 4.102 -1.801 -0.995
C 5.468 -1.779 -1.210
C 6.238 -0.754 -0.666
C 5.645 0.251 0.081
C 4.270 0.242 0.295
H 1.281 -1.810 -1.857
H 3.331 -2.261 2.009
H 2.813 -4.332 3.234
H 0.723 -5.569 2.763
H -0.851 -4.723 1.050
H -0.339 -2.642 -0.187
H 3.494 -2.593 -1.416
H 5.933 -2.555 -1.803
H 7.306 -0.738 -0.840
H 6.245 1.057 0.484
H 3.780 1.041 0.836



Entry 2:
Molecular formula: C20H27O2P2SbSe4Ti
Method: DFT, ωB97M-V/def2-TZVPD

For the HOMO-LUMO gap (spin up / spin down), the calculation gives 4.42 / 5.58 eV. For the highest occupied orbital energy (spin up / spin down), the calculation gives -0.264 / -1.430 eV. As for the spin multiplicity: 3. As for the energy: -334894.8363 eV. Its energy above the lowest of the compared OMol25 structures with the same formula, charge and spin is 2.4 kJ/mol. Its net charge is -2.

Geometry (Å):
Ti -0.439 -0.246 0.848
O 0.324 -0.374 -3.399
C 0.457 0.138 -2.293
O -0.237 -0.153 -1.255
C 1.511 1.251 -2.144
P 1.554 1.940 -0.443
C 2.221 0.523 0.515
C 2.820 -0.617 -0.044
C 3.444 -1.543 0.769
C 3.485 -1.356 2.149
C 2.876 -0.254 2.716
C 2.247 0.682 1.902
C 3.081 2.970 -0.558
C 2.937 4.352 -0.476
C 4.041 5.192 -0.573
C 5.307 4.655 -0.743
C 5.466 3.276 -0.815
C 4.362 2.442 -0.723
H 1.242 2.055 -2.831
H 2.473 0.864 -2.486
H 2.772 -0.796 -1.111
H 3.874 -2.436 0.332
H 3.950 -2.105 2.778
H 2.816 -0.119 3.788
H 1.755 1.526 2.379
H 1.948 4.768 -0.320
H 3.909 6.265 -0.500
H 6.171 5.306 -0.808
H 6.455 2.849 -0.936
H 4.493 1.367 -0.759
Se 0.392 1.117 5.051
Sb -1.261 0.095 3.569
Se -0.045 -2.323 2.029
Se -1.833 1.742 1.660
Se -3.283 -0.661 4.648
C -3.797 -3.048 1.817
C -4.082 -1.821 0.954
P -2.667 -1.305 -0.095
C -2.281 -2.787 -1.105
C -3.406 -3.409 -1.923
C -3.409 -0.123 -1.312
C -4.909 -0.187 -1.585
H -4.701 -3.338 2.358
H -3.022 -2.836 2.551
H -3.474 -3.900 1.214
H -4.315 -0.967 1.597
H -4.952 -2.000 0.315
H -1.853 -3.510 -0.405
H -1.458 -2.475 -1.753
H -4.261 -3.686 -1.300
H -3.061 -4.315 -2.428
H -3.760 -2.722 -2.694
H -2.824 -0.255 -2.227
H -3.153 0.866 -0.926
H -5.231 -1.167 -1.941
H -5.190 0.550 -2.343
H -5.479 0.039 -0.683



Entry 3:
Molecular formula: C20H28ClGaO2SeSi
Method: DFT, ωB97M-V/def2-TZVPD

For the HOMO-LUMO gap, the calculation gives 6.21 eV. For the highest occupied orbital energy, the calculation gives -7.261 eV. As for the energy: -163413.7895 eV. Its energy above the lowest of the compared OMol25 structures with the same formula, charge and spin is 52.5 kJ/mol.

Geometry (Å):
Ga 0.013 -0.305 0.001
C -0.001 0.955 1.736
C 1.231 0.512 2.409
C 0.862 -0.298 3.428
C -0.556 -0.525 3.302
C -1.129 0.253 2.397
C -2.576 0.471 2.248
C -1.285 -1.636 3.926
C 1.739 -1.031 4.384
C 2.628 1.023 2.188
C -0.143 2.421 1.255
H -2.754 0.562 1.154
H -2.848 1.391 2.737
H -3.062 -0.414 2.722
H -0.650 -2.441 4.266
H -2.044 -2.049 3.216
H -1.950 -1.380 4.742
H 2.032 -0.361 5.224
H 2.751 -1.308 3.978
H 1.195 -1.905 4.767
H 2.721 1.663 1.306
H 3.313 0.174 2.117
H 2.967 1.642 3.058
H 0.731 2.680 0.639
H -0.252 3.039 2.161
H -1.065 2.517 0.649
Cl -6.019 -0.261 -4.102
C -4.454 -0.127 -3.310
C -3.656 1.021 -3.598
C -2.555 1.345 -2.884
C -2.064 0.394 -1.895
O -1.000 0.704 -1.264
C -2.822 -0.886 -1.696
C -2.516 -1.724 -0.616
O -1.414 -1.650 0.066
C -4.052 -1.031 -2.379
H -4.090 1.721 -4.350
H -1.980 2.207 -3.083
H -3.223 -2.390 -0.217
H -4.770 -1.838 -2.180
C 1.665 -0.642 -3.735
Si 2.886 -0.361 -2.400
C 4.576 -1.238 -2.770
C 3.180 1.479 -2.162
Se 1.977 -1.519 -0.613
H 0.774 -0.151 -3.513
H 1.409 -1.716 -3.651
H 2.116 -0.442 -4.727
H 4.726 -1.141 -3.859
H 4.415 -2.253 -2.478
H 5.322 -0.737 -2.124
H 3.381 1.802 -3.197
H 4.004 1.748 -1.530
H 2.317 2.035 -1.742